{"formula": "C6H10N", "method": "ωB97M-V/def2-TZVPD", "e_above_lowest_kcal_mol": 221.2, "total_charge": 1, "energy_ha": -288.7304, "homo_ev": [-14.386, -14.447], "orbital_gap_ev": [8.67, 8.65], "symbols": ["C", "C", "C", "C", "C", "C", "N", "H", "H", "H", "H", "H", "H", "H", "H", "H", "H"], "xyz": [[-1.12867, 0.76803, 0.04487], [-2.29473, 1.28258, -0.01521], [-0.65238, -0.63117, -0.34369], [-0.97981, -2.00910, 0.15860], [1.04336, 0.55334, 1.39893], [0.97636, 1.19377, -0.95335], [0.31448, 0.39068, 0.07766], [-1.00155, -0.51620, -2.29994], [-1.12357, -2.04829, 1.26368], [-0.23490, -2.69412, -0.12252], [-1.96728, -2.30599, -0.40192], [1.93919, 1.07485, 1.15486], [0.48232, 1.15436, 2.05933], [1.31851, -0.44996, 1.79295], [0.35204, 1.09882, -2.00532], [0.97140, 2.32103, -0.66269], [1.98524, 0.81738, -1.14626]]}